# 1
Here is an isolated molecule of C19H26N4O3 from the OMol25 dataset. Energies are from ωB97M-V/def2-TZVPD.

E_HOMO: -9.64 eV
Kohn-Sham gap: 9.55 eV
charge: 0

Each line ends with the natural charge from an NBO analysis.
Atoms and positions in Å:
O: -0.492 2.376 4.530  -0.61
O: -1.119 -1.922 0.083  -0.65
O: -1.742 1.548 0.035  -0.55
N: -1.600 -0.431 -1.577  -0.60
N: -0.547 0.862 2.854  -0.43
N: 4.015 6.271 3.240  -0.28
N: 3.726 1.533 2.690  -0.40
C: -0.220 -2.259 -2.684  -0.24
C: 0.065 1.813 3.601  0.66
C: 1.868 3.496 3.377  -0.08
C: -0.149 0.404 1.525  -0.26
C: 1.073 -3.994 -4.000  -0.60
C: 2.452 1.230 2.927  0.08
C: -1.947 0.534 3.139  -0.22
C: -0.106 -3.023 -4.018  -0.21
C: -1.371 -0.793 -0.305  0.67
C: 1.483 2.170 3.259  -0.18
C: 3.190 3.824 3.110  -0.22
C: -1.462 0.343 0.733  0.18
C: -1.382 -3.795 -4.361  -0.61
C: -2.504 0.004 1.812  -0.45
C: 1.087 -1.554 -2.325  -0.61
C: -1.363 -1.243 -2.770  -0.21
C: 3.647 5.184 3.187  0.27
C: 4.082 2.807 2.767  0.09
C: -1.774 2.747 0.787  -0.25
H: 0.075 -2.286 -4.813  0.19
H: -0.457 -2.981 -1.902  0.23
H: -2.007 -0.210 3.935  0.21
H: 1.149 4.245 3.680  0.25
H: 0.280 -0.599 1.561  0.23
H: 5.119 3.042 2.559  0.21
H: -2.452 1.431 3.496  0.22
H: 2.031 -3.484 -3.909  0.21
H: -1.750 0.557 -1.706  0.42
H: -2.473 2.688 1.624  0.18
H: -1.157 -0.543 -3.584  0.20
H: -2.233 -3.147 -4.563  0.20
H: 0.560 1.086 1.057  0.23
H: -1.226 -4.409 -5.249  0.21
H: 0.981 -4.692 -3.164  0.20
H: -2.110 3.526 0.106  0.20
H: 0.963 -0.904 -1.459  0.21
H: 2.197 0.178 2.868  0.20
H: 1.436 -0.938 -3.159  0.20
H: -3.469 0.439 1.556  0.23
H: -2.612 -1.078 1.845  0.25
H: -0.784 3.019 1.164  0.17
H: 1.098 -4.580 -4.921  0.21
H: -2.290 -1.762 -3.019  0.20
H: 1.873 -2.266 -2.079  0.22
H: -1.654 -4.464 -3.539  0.21


# 2
Here is an isolated molecule of C19H26N4O4 from the OMol25 dataset. Energies are from ωB97M-V/def2-TZVPD.

E_HOMO: -7.19 eV
Kohn-Sham gap: 7.69 eV
charge: 0

Each line ends with the natural charge from an NBO analysis.
Atoms and positions in Å:
O: 0.784 -2.356 -3.954  -0.62
O: -1.107 4.199 3.021  -0.52
O: 1.485 2.966 3.491  -0.50
O: -4.410 -3.086 -0.840  -0.59
N: -2.355 -2.178 -0.709  -0.29
N: 0.867 0.105 -0.224  -0.64
N: 1.721 -2.100 -1.919  -0.42
N: -1.115 -1.956 -1.201  -0.24
C: 1.737 -2.153 -0.479  -0.21
C: -1.441 -3.793 -2.771  -0.46
C: 0.627 2.628 2.482  0.28
C: -2.922 -3.437 -2.708  -0.50
C: -0.649 -2.689 -2.135  0.17
C: -2.336 4.792 2.698  -0.25
C: 1.112 1.603 1.677  -0.29
C: 0.390 1.095 0.601  0.17
C: -0.853 1.668 0.332  -0.28
C: 2.970 -1.628 -2.485  -0.23
C: 1.976 -0.753 0.110  -0.05
C: -3.319 -2.922 -1.338  0.67
C: -2.681 -1.446 0.498  -0.41
C: 3.254 -0.215 -1.982  -0.41
C: -1.342 2.689 1.121  -0.25
C: 0.684 -2.361 -2.737  0.64
C: 3.293 -0.195 -0.457  -0.41
C: 1.223 4.056 4.343  -0.24
C: -0.631 3.187 2.206  0.18
H: -3.555 -4.288 -2.958  0.25
H: -1.434 1.313 -0.505  0.21
H: 4.203 0.133 -2.391  0.22
H: 2.090 4.116 5.002  0.18
H: -1.762 -1.231 1.038  0.22
H: 3.776 -2.307 -2.184  0.19
H: -2.320 5.246 1.701  0.17
H: -3.163 4.075 2.757  0.17
H: -3.186 -0.509 0.260  0.20
H: -2.309 3.101 0.879  0.22
H: -2.487 5.571 3.444  0.20
H: -1.246 -4.719 -2.218  0.23
H: -3.346 -2.059 1.102  0.23
H: -3.143 -2.635 -3.420  0.24
H: 0.322 3.898 4.940  0.18
H: 2.063 -0.850 1.202  0.20
H: 0.179 -0.310 -0.837  0.41
H: 2.464 0.453 -2.326  0.22
H: 2.558 -2.811 -0.168  0.20
H: 3.432 0.826 -0.103  0.22
H: 0.799 -2.562 -0.106  0.23
H: 2.872 -1.649 -3.572  0.25
H: 1.124 4.991 3.786  0.18
H: -1.109 -3.934 -3.799  0.26
H: 4.126 -0.802 -0.095  0.20
H: 2.087 1.222 1.931  0.21


# 3
Here is a cluster of 4 separate species, C19H27BBrF3N5O4PS in total from the OMol25 dataset. Energies are from ωB97M-V/def2-TZVPD.

E_HOMO: -7.88 eV
Kohn-Sham gap: 7.56 eV
charge: 0

Each line ends with the natural charge from an NBO analysis.
Atoms and positions in Å:
Br: 0.309 3.516 1.815  -0.28
S: -3.023 -0.767 1.561  0.03
P: -1.469 2.107 1.655  1.12
F: 0.336 -1.265 1.771  -0.32
F: 1.270 0.658 2.136  -0.32
F: 2.202 -0.752 0.769  -0.32
O: -1.844 -2.378 -0.868  -0.54
O: -0.126 -0.949 -0.667  -0.49
O: -1.183 1.165 2.961  -1.00
O: -1.547 1.255 -2.316  -0.93
N: -1.426 3.374 -1.100  -1.19
N: 1.030 0.929 -1.067  -0.62
N: 1.993 -3.355 3.234  -0.51
N: -3.696 -6.237 -0.156  -0.51
N: 0.378 6.714 -2.073  -0.51
C: -1.643 -5.782 -0.836  -0.30
C: 1.992 1.966 -0.618  -0.23
C: -2.178 -0.122 0.072  -0.43
C: 1.797 -4.606 3.748  -0.07
C: 1.020 -0.254 1.190  0.95
C: 0.249 0.289 -0.038  0.36
C: 3.917 -3.968 4.138  -0.30
C: -0.317 7.960 -3.763  -0.31
C: 0.124 8.000 -2.469  -0.08
C: -2.791 -5.226 -0.340  -0.08
C: 0.098 5.852 -3.100  -0.08
C: -1.865 -7.182 -0.955  -0.31
C: -1.122 0.979 0.208  -0.84
C: 3.281 -2.959 3.464  -0.09
C: 3.358 1.786 -1.277  -0.62
C: -1.416 -1.294 -0.543  0.81
C: -0.333 6.596 -4.164  -0.29
C: 2.973 -5.015 4.319  -0.31
C: -3.141 -7.432 -0.527  -0.09
B: -1.381 1.914 -1.118  1.24
H: 0.228 4.791 -2.986  0.21
H: 1.298 -2.810 2.760  0.42
H: 1.592 0.184 -1.456  0.39
H: -0.599 8.812 -4.357  0.22
H: 3.634 -1.999 3.129  0.21
H: -0.651 1.647 3.600  0.51
H: -2.450 1.232 -2.631  0.51
H: -1.167 -7.920 -1.314  0.22
H: -2.164 3.763 -0.533  0.40
H: 0.280 8.828 -1.798  0.21
H: -4.042 0.101 1.620  0.13
H: 4.943 -3.957 4.465  0.22
H: 3.334 1.034 -2.055  0.21
H: 0.718 6.447 -1.169  0.41
H: 3.694 2.707 -1.730  0.22
H: 0.843 -5.097 3.663  0.21
H: 4.092 1.520 -0.533  0.22
H: -3.697 -8.350 -0.455  0.21
H: -4.627 -6.119 0.195  0.41
H: -0.542 3.798 -0.872  0.40
H: -0.630 6.207 -5.123  0.22
H: -2.987 0.120 -0.595  0.25
H: -3.040 -4.211 -0.104  0.23
H: 3.140 -5.959 4.809  0.22
H: 2.101 2.032 0.454  0.20
H: -0.745 -5.244 -1.086  0.22
H: 1.614 2.929 -0.944  0.18


# 4
Here is the ion C19H27BNO3 with charge +1 from the OMol25 dataset. Energies are from ωB97M-V/def2-TZVPD.

E_HOMO: -11.10 eV
Kohn-Sham gap: 6.88 eV
charge: +1

Each line ends with the natural charge from an NBO analysis.
Atoms and positions in Å:
O: 0.798 -1.412 0.777  -0.75
O: -1.807 0.649 -0.849  -0.45
O: 0.371 1.056 0.925  -0.74
N: -1.015 -0.449 2.087  -0.44
C: 4.371 0.840 0.407  -0.21
C: 1.005 -1.782 2.171  -0.09
C: 2.937 -0.686 -0.880  -0.23
C: 0.105 -0.905 3.035  -0.24
C: 0.313 1.348 -2.638  -0.61
C: -2.115 -1.447 2.150  -0.41
C: -2.773 -1.167 -1.743  -0.37
C: 2.461 1.656 -0.796  -0.22
C: -1.528 -1.540 -1.218  0.01
C: -1.478 0.920 2.481  -0.24
C: -0.692 -0.332 -0.934  0.02
C: 0.566 0.109 -1.723  -0.08
C: 0.786 -1.168 -2.558  -0.61
C: -4.066 1.127 -1.636  -0.70
C: -2.927 0.184 -1.493  0.48
C: -0.440 1.809 1.839  -0.08
C: 2.010 0.352 -1.095  0.10
C: 4.137 -0.423 -0.170  -0.22
C: 3.624 1.906 -0.052  -0.21
B: -0.071 -0.265 0.800  1.16
H: 1.076 -2.014 -1.905  0.22
H: 4.820 -1.275 -0.068  0.22
H: -2.388 -1.582 3.236  0.22
H: -4.894 0.515 -2.055  0.25
H: -2.478 1.125 2.074  0.22
H: 2.079 -1.633 2.418  0.22
H: 5.221 0.965 1.059  0.22
H: -1.771 -2.406 1.692  0.23
H: 1.195 1.420 -3.376  0.25
H: -1.162 -2.576 -1.300  0.25
H: -0.899 2.657 1.282  0.21
H: 0.253 2.198 2.586  0.20
H: 0.649 0.002 3.361  0.23
H: -1.479 0.999 3.572  0.23
H: 0.157 2.331 -2.076  0.23
H: -3.904 2.029 -2.283  0.28
H: -0.330 -1.447 3.881  0.23
H: 0.757 -2.847 2.299  0.19
H: -0.600 1.107 -3.252  0.21
H: 1.548 -1.008 -3.328  0.23
H: 1.890 2.523 -1.111  0.21
H: 2.741 -1.696 -1.290  0.22
H: -4.365 1.518 -0.632  0.26
H: 3.970 2.944 0.106  0.22
H: -3.538 -1.776 -2.276  0.27
H: -0.145 -1.412 -3.092  0.20
H: -2.977 -1.039 1.587  0.22